# 1
{
  "formula": "C32H52AuN3Si3",
  "method": "ωB97M-V/def2-TZVPD",
  "spin_multiplicity": 1,
  "energy_ha": -2419.06968,
  "homo_lumo_gap_ev": 7.85,
  "max_force_ev_per_a": 2.8,
  "charge": 0,
  "e_lumo_ev": 0.21,
  "e_homo_ha": -0.2809,
  "elements": ["Au", "C", "C", "C", "C", "C", "C", "C", "N", "C", "C", "C", "C", "C", "C", "C", "N", "C", "C", "C", "C", "H", "H", "H", "H", "H", "H", "H", "H", "H", "H", "H", "H", "H", "H", "H", "H", "H", "H", "H", "H", "H", "H", "H", "H", "C", "Si", "C", "C", "C", "Si", "C", "C", "C", "Si", "C", "C", "C", "C", "C", "C", "C", "N", "H", "H", "H", "H", "H", "H", "H", "H", "H", "H", "H", "H", "H", "H", "H", "H", "H", "H", "H", "H", "H", "H", "H", "H", "H", "H", "H", "H"],
  "coordinates": [[-2.126, -15.817, 12.025], [-7.081, -19.980, 13.898], [-6.252, -20.564, 12.694], [-5.683, -21.889, 12.995], [-7.134, -20.739, 11.444], [-5.150, -19.558, 12.425], [-5.487, -18.389, 11.766], [-4.535, -17.414, 11.576], [-3.280, -17.551, 12.049], [-2.946, -18.652, 12.685], [-3.838, -19.747, 12.831], [-1.500, -18.748, 13.130], [-1.118, -19.314, 14.376], [0.233, -19.282, 14.763], [1.129, -18.743, 13.894], [0.706, -18.271, 12.698], [-0.580, -18.281, 12.304], [0.760, -19.853, 16.138], [-0.327, -19.800, 17.199], [1.899, -18.962, 16.717], [1.249, -21.269, 15.848], [-7.940, -20.607, 14.058], [-7.445, -18.952, 13.737], [-6.437, -20.066, 14.796], [-6.460, -22.643, 13.029], [-5.189, -21.980, 13.931], [-5.039, -22.262, 12.202], [-7.872, -21.559, 11.579], [-6.505, -20.933, 10.543], [-7.746, -19.792, 11.251], [-6.453, -18.230, 11.302], [-4.746, -16.484, 11.034], [-3.431, -20.658, 13.197], [-1.867, -19.807, 15.045], [2.159, -18.703, 14.115], [1.376, -17.948, 11.888], [-0.855, -18.792, 17.309], [0.121, -19.945, 18.150], [-1.113, -20.589, 17.081], [1.507, -17.924, 16.846], [2.781, -18.845, 16.096], [2.139, -19.370, 17.672], [0.393, -21.839, 15.441], [1.562, -21.745, 16.777], [2.084, -21.369, 15.145], [1.153, -12.355, 11.451], [-0.065, -13.653, 10.980], [-0.819, -13.098, 9.286], [0.795, -15.221, 10.309], [-1.232, -13.946, 12.378], [-0.541, -14.130, 14.077], [-1.530, -15.201, 15.359], [1.071, -15.037, 13.911], [-0.261, -12.447, 14.854], [-2.707, -12.837, 12.346], [-2.279, -10.981, 12.420], [-4.002, -13.013, 13.639], [-3.796, -12.953, 10.771], [-4.067, -11.864, 9.966], [-4.898, -12.006, 8.841], [-5.332, -13.283, 8.477], [-5.038, -14.332, 9.392], [-4.316, -14.129, 10.466], [1.775, -12.201, 10.623], [1.796, -12.643, 12.260], [0.690, -11.407, 11.686], [0.040, -12.654, 8.735], [-1.731, -12.442, 9.316], [-0.970, -14.053, 8.752], [1.432, -14.921, 9.506], [0.115, -15.882, 9.831], [1.466, -15.726, 10.963], [-1.375, -16.274, 15.134], [-2.647, -15.040, 15.366], [-1.166, -15.055, 16.374], [0.968, -15.892, 13.219], [1.243, -15.386, 14.936], [1.955, -14.479, 13.636], [-1.259, -12.018, 15.173], [0.152, -11.750, 14.134], [0.362, -12.528, 15.724], [-1.623, -10.827, 13.262], [-3.194, -10.421, 12.570], [-1.813, -10.558, 11.502], [-3.541, -12.933, 14.616], [-4.523, -13.955, 13.611], [-4.568, -12.128, 13.420], [-3.770, -10.836, 10.145], [-5.125, -11.138, 8.251], [-5.943, -13.481, 7.572], [-5.438, -15.294, 9.162]],
  "mulliken_charge": [0.159, -1.519, 2.054, -2.264, -1.487, 0.713, -0.620, -0.603, -0.488, -0.074, 0.121, 0.015, -0.390, 0.566, -0.509, -1.331, -0.440, 1.925, -1.774, -1.594, -1.709, 0.442, 0.324, 0.369, 0.453, 0.378, 0.479, 0.422, 0.361, 0.297, 0.276, 0.031, 0.835, 0.363, 0.488, 0.486, 0.297, 0.511, 0.346, 0.344, 0.342, 0.486, 0.392, 0.436, 0.309, -1.166, 0.027, -1.012, -1.434, 0.766, 0.246, -0.909, -0.208, -1.100, -0.110, -1.372, -1.289, 0.321, -0.385, -0.496, -0.738, -0.184, 0.019, 0.509, 0.328, 0.271, 0.414, 0.174, 0.239, 0.521, 0.448, 0.335, 0.059, 0.293, 0.457, -0.518, 0.235, 0.429, 0.218, 0.315, 0.475, 0.354, 0.469, 0.270, 0.360, 0.251, 0.444, 0.312, 0.442, 0.337, 0.366]
}


# 2
{
  "formula": "C19H35N2O3",
  "method": "ωB97M-V/def2-TZVPD",
  "spin_multiplicity": 2,
  "energy_ha": -1080.10886,
  "homo_lumo_gap_ev": [8.22, 8.61],
  "max_force_ev_per_a": 0.9,
  "charge": 0,
  "e_lumo_ev": [0.40, 0.40],
  "s_squared": 0.7540,
  "e_homo_ha": [-0.2871, -0.3017],
  "elements": ["C", "C", "C", "C", "C", "O", "C", "C", "C", "C", "N", "C", "C", "C", "C", "C", "C", "C", "C", "N", "O", "H", "H", "H", "H", "H", "H", "H", "H", "H", "H", "H", "H", "H", "H", "H", "H", "H", "H", "H", "H", "H", "H", "H", "H", "H", "H", "H", "H", "H", "C", "C", "O", "H", "H", "H", "H", "H", "H"],
  "coordinates": [[2.880, -2.297, 0.702], [3.073, -0.767, 0.652], [4.387, -0.383, 1.381], [1.845, -0.091, 1.303], [1.565, 1.328, 0.820], [2.774, 2.043, 1.158], [0.412, 2.002, 1.604], [-1.042, 1.705, 1.220], [-1.544, 0.294, 1.606], [-1.962, -0.526, 0.384], [-1.749, -1.965, 0.497], [-1.061, -2.669, 1.448], [-1.077, -3.994, 1.110], [-1.812, -4.105, -0.099], [-2.211, -2.844, -0.440], [1.390, 1.378, -0.705], [2.013, 0.202, -1.496], [2.491, 0.740, -2.846], [1.000, -0.924, -1.757], [3.200, -0.329, -0.771], [3.964, -1.075, -1.469], [2.363, -2.678, -0.178], [3.834, -2.816, 0.776], [2.287, -2.559, 1.585], [4.886, -1.263, 1.786], [5.069, 0.097, 0.677], [4.207, 0.339, 2.177], [2.042, -0.036, 2.379], [0.967, -0.722, 1.150], [2.621, 2.983, 1.008], [0.543, 1.727, 2.658], [0.575, 3.085, 1.544], [-1.215, 1.884, 0.156], [-1.665, 2.443, 1.736], [-2.400, 0.399, 2.280], [-0.784, -0.235, 2.176], [-1.381, -0.180, -0.478], [-3.009, -0.345, 0.130], [-0.619, -2.185, 2.303], [-0.611, -4.792, 1.669], [-2.017, -5.011, -0.649], [-2.789, -2.509, -1.290], [0.341, 1.429, -0.999], [1.876, 2.303, -1.031], [3.211, 1.549, -2.708], [1.627, 1.142, -3.386], [2.932, -0.053, -3.448], [1.410, -1.628, -2.486], [0.707, -1.477, -0.863], [0.095, -0.487, -2.193], [-5.759, 2.466, -1.318], [-4.347, 2.627, -0.792], [-3.455, 1.645, -1.316], [-6.141, 1.472, -1.083], [-6.425, 3.209, -0.878], [-5.784, 2.590, -2.403], [-4.322, 2.491, 0.290], [-3.968, 3.631, -1.010], [-3.435, 1.740, -2.274]],
  "mulliken_spin": [0.027, -0.024, 0.032, -0.006, 0.004, -0.001, 0.002, 0.000, 0.000, -0.001, 0.000, 0.000, 0.000, 0.000, 0.000, 0.023, -0.003, -0.007, 0.063, 0.394, 0.534, -0.002, -0.006, 0.002, -0.001, -0.003, 0.000, 0.000, -0.001, 0.002, 0.000, 0.000, 0.000, 0.000, 0.000, 0.000, 0.001, 0.000, 0.000, 0.000, 0.000, 0.000, -0.002, 0.003, -0.010, 0.001, 0.003, -0.001, -0.024, 0.002, 0.000, 0.000, 0.000, 0.000, 0.000, 0.000, 0.000, 0.000, 0.000]
}


# 3
{
  "formula": "C16H11BCl3F3NO",
  "method": "ωB97M-V/def2-TZVPD",
  "spin_multiplicity": 1,
  "de_lowest_kj_mol": 3.7,
  "energy_ha": -2451.53446,
  "homo_lumo_gap_ev": 3.30,
  "max_force_ev_per_a": 2.1,
  "charge": -1,
  "e_lumo_ev": 0.24,
  "e_homo_ha": -0.1125,
  "elements": ["F", "C", "F", "F", "C", "C", "C", "C", "C", "C", "N", "C", "C", "H", "H", "H", "H", "H", "Cl", "B", "Cl", "Cl", "O", "C", "C", "C", "C", "C", "C", "C", "H", "H", "H", "H", "H", "H"],
  "coordinates": [[4.847, 1.770, -2.940], [4.531, 0.596, -2.313], [5.242, -0.391, -2.937], [5.019, 0.689, -1.033], [3.055, 0.327, -2.319], [2.593, -0.991, -2.300], [1.231, -1.234, -2.287], [0.282, -0.164, -2.277], [-1.108, -0.390, -2.242], [-2.032, 0.645, -2.261], [-2.892, 1.450, -2.290], [0.804, 1.164, -2.298], [2.167, 1.401, -2.305], [3.305, -1.813, -2.294], [0.862, -2.261, -2.273], [-1.483, -1.410, -2.241], [0.120, 2.012, -2.301], [2.537, 2.423, -2.300], [-0.582, -4.726, 1.803], [-1.994, -3.580, 1.470], [-2.392, -3.508, -0.373], [-3.530, -4.030, 2.452], [-1.553, -2.221, 1.891], [-2.287, -1.175, 1.795], [-1.777, 0.080, 2.269], [-2.590, 1.231, 2.187], [-2.113, 2.457, 2.631], [-0.823, 2.560, 3.173], [-0.015, 1.415, 3.269], [-0.476, 0.183, 2.828], [-3.305, -1.256, 1.387], [-3.583, 1.105, 1.759], [-2.741, 3.346, 2.558], [-0.446, 3.524, 3.519], [0.989, 1.482, 3.690], [0.142, -0.711, 2.904]],
  "mulliken_charge": [-0.283, 0.901, -0.281, -0.269, 0.197, -0.556, -0.904, 1.221, -0.671, 0.136, -0.732, -0.680, -0.629, 0.364, 0.330, 0.269, 0.304, 0.353, -0.310, 0.648, -0.272, -0.319, -0.416, -0.203, 0.797, -0.461, -0.601, -0.320, -0.514, -0.313, 0.321, 0.348, 0.367, 0.380, 0.369, 0.431]
}


# 4
{
  "formula": "C9H9NS",
  "method": "ωB97M-V/def2-TZVPD",
  "spin_multiplicity": 1,
  "de_lowest_kj_mol": 243.4,
  "smiles": "NCc1csc2ccccc12",
  "energy_ha": -801.18803,
  "homo_lumo_gap_ev": 8.87,
  "max_force_ev_per_a": 6.0,
  "charge": 0,
  "e_lumo_ev": 0.71,
  "e_homo_ha": -0.2998,
  "elements": ["N", "C", "C", "C", "S", "C", "C", "C", "C", "C", "C", "H", "H", "H", "H", "H", "H", "H", "H", "H"],
  "coordinates": [[-2.360, 0.769, 2.261], [-2.346, -0.351, 1.154], [-1.382, 0.049, 0.157], [-1.685, 0.113, -1.188], [-0.384, 0.007, -2.179], [0.895, 0.020, -0.897], [2.304, 0.017, -1.007], [2.954, -0.131, 0.238], [2.273, -0.317, 1.400], [0.918, -0.189, 1.436], [0.141, -0.029, 0.349], [-2.472, 0.637, 3.439], [-1.275, 1.112, 2.052], [-3.339, -0.190, 0.539], [-2.217, -1.421, 1.508], [-2.621, 0.070, -1.636], [2.867, 0.205, -1.900], [3.966, -0.388, 0.246], [2.791, -0.570, 2.354], [0.531, -0.053, 2.584]],
  "mulliken_charge": [-0.622, -0.070, -0.233, -0.541, -0.258, 0.296, -0.645, -0.402, -0.673, 0.324, 0.170, 0.258, 0.263, 0.268, 0.189, 0.459, 0.425, 0.382, 0.313, 0.100]
}


# 5
{
  "formula": "C5H12NO2",
  "method": "ωB97M-V/def2-TZVPD",
  "spin_multiplicity": 1,
  "de_lowest_kj_mol": 429.4,
  "smiles": "CN[C@H](C[O-])CCO",
  "energy_ha": -402.86591,
  "homo_lumo_gap_ev": 7.25,
  "max_force_ev_per_a": 6.3,
  "charge": -1,
  "e_lumo_ev": 3.91,
  "e_homo_ha": -0.1229,
  "elements": ["C", "N", "C", "C", "O", "C", "C", "O", "H", "H", "H", "H", "H", "H", "H", "H", "H", "H", "H", "H"],
  "coordinates": [[2.461, -0.766, 0.306], [1.548, 0.344, 0.930], [0.047, 0.194, 0.561], [-0.629, -1.319, 0.508], [-1.951, -1.318, 0.590], [-0.168, 0.809, -0.787], [-1.551, 1.500, -0.961], [-2.562, 0.601, -0.856], [2.381, -1.736, 0.840], [1.959, -0.760, -0.724], [3.411, -0.467, 0.432], [1.636, 0.383, 1.911], [-0.594, 0.889, 1.247], [-0.252, -2.020, -0.275], [-0.376, -1.830, 1.604], [0.611, 1.514, -1.226], [-0.131, 0.018, -1.689], [-1.710, 2.365, -0.280], [-1.728, 1.871, -1.994], [-2.401, -0.272, -0.136]],
  "mulliken_charge": [-0.798, -0.508, 0.095, -0.348, -0.749, -0.650, -0.593, -0.678, 0.208, 0.274, 0.374, 0.267, 0.286, 0.184, 0.177, 0.317, 0.206, 0.231, 0.318, 0.388]
}


# 6
{
  "formula": "C18H23NO5S",
  "method": "ωB97M-V/def2-TZVPD",
  "spin_multiplicity": 1,
  "de_lowest_kj_mol": 49.5,
  "smiles": "Cc1c(C(=O)O)oc2ccc(S(=O)(=O)NC3CCCCCCC3)cc12",
  "energy_ha": -1528.86138,
  "homo_lumo_gap_ev": 8.99,
  "max_force_ev_per_a": 1.2,
  "charge": 0,
  "e_lumo_ev": -0.30,
  "e_homo_ha": -0.3416,
  "elements": ["C", "C", "C", "C", "O", "O", "O", "C", "C", "C", "C", "S", "O", "O", "N", "C", "C", "C", "C", "C", "C", "C", "C", "C", "C", "H", "H", "H", "H", "H", "H", "H", "H", "H", "H", "H", "H", "H", "H", "H", "H", "H", "H", "H", "H", "H", "H", "H"],
  "coordinates": [[-4.157, -1.526, -1.952], [-3.806, -1.002, -0.613], [-4.566, -0.223, 0.218], [-5.926, 0.317, 0.046], [-6.591, 0.139, -0.939], [-6.376, 1.036, 1.085], [-3.906, 0.072, 1.392], [-2.702, -0.527, 1.316], [-1.693, -0.509, 2.270], [-0.537, -1.200, 1.967], [-0.406, -1.877, 0.757], [1.138, -2.700, 0.375], [2.028, -2.548, 1.494], [0.887, -4.017, -0.127], [1.602, -1.768, -0.925], [2.053, -0.430, -0.571], [3.565, -0.414, -0.332], [4.188, 0.968, -0.147], [3.722, 1.757, 1.075], [2.264, 2.236, 1.095], [1.724, 2.775, -0.237], [0.853, 1.794, -1.027], [1.560, 0.576, -1.623], [-1.396, -1.904, -0.194], [-2.574, -1.215, 0.089], [-4.096, -2.613, -1.952], [-5.162, -1.217, -2.223], [-3.450, -1.153, -2.693], [-5.721, 1.081, 1.798], [-1.815, 0.022, 3.200], [0.290, -1.239, 2.658], [2.199, -2.264, -1.569], [1.541, -0.232, 0.372], [3.766, -1.032, 0.546], [4.047, -0.888, -1.193], [4.034, 1.564, -1.047], [5.267, 0.824, -0.047], [4.366, 2.639, 1.145], [3.897, 1.156, 1.970], [1.609, 1.441, 1.453], [2.210, 3.034, 1.841], [2.549, 3.121, -0.860], [1.101, 3.647, -0.027], [0.041, 1.444, -0.382], [0.396, 2.349, -1.851], [2.386, 0.896, -2.259], [0.844, 0.053, -2.261], [-1.246, -2.446, -1.113]],
  "mulliken_charge": [-1.481, 0.028, 0.861, 0.309, -0.562, -0.549, -0.566, -0.172, -1.656, 0.132, 0.128, 1.294, -0.676, -0.757, -0.194, 1.575, -1.245, -0.649, -0.891, -0.347, -0.903, -0.478, -1.380, -0.730, 1.242, 0.354, 0.355, 0.335, 0.432, 0.481, 0.601, 0.366, -0.655, 0.405, 0.345, 0.313, 0.424, 0.343, 0.327, 0.106, 0.453, 0.415, 0.380, 0.160, 0.397, 0.373, 0.434, 0.523]
}